Below is a 2-piece molecular cluster, CN2O2S2 overall, with properties calculated with ωB97M-V with the def2-TZVPD basis set.

The geometry in XYZ format:
```
7
CN2O2S2 (ωB97M-V with the def2-TZVPD basis set)
C 1.71552 -0.09756 0.12246
N 2.45551 0.67890 0.49683
N 0.74747 -0.81104 -0.19575
O -2.52856 1.71807 0.74348
O -0.88045 0.33440 -0.45048
S 0.73791 -2.31818 -0.74093
S -2.24741 0.49541 0.02439
```

Properties
Spin multiplicity: 3
LUMO level (spin up / spin down), eV: -1.623 / -2.684
<S²>: 2.02
Net charge: 0
Relative energy (zero: lowest compared OMol25 entry of this formula, charge and spin), kJ/mol: 0.0

=====

Below is a 2-piece molecular cluster, C4H8BrN overall, with properties calculated with ωB97M-V with the def2-TZVPD basis set.

The geometry in XYZ format:
```
14
C4H8BrN (ωB97M-V with the def2-TZVPD basis set)
C -2.47022 -1.45916 -0.05979
C -2.16089 -0.40704 -0.82072
C 1.42244 0.47179 -0.33294
C 2.56718 0.53523 0.59609
N 0.23831 0.87123 -0.10725
Br -0.14198 2.06058 1.19615
H -2.94820 -1.22211 0.87727
H -2.26148 -2.54430 -0.46253
H -1.65748 -0.41003 -1.71431
H -2.54977 0.63853 -0.56842
H 1.59527 -0.12315 -1.20249
H 3.55542 0.77866 0.18412
H 2.55047 -0.50184 0.99484
H 2.26093 1.31163 1.41999
```

Properties
SMILES: C/C=N\Br.C=C
Spin multiplicity: 1
LUMO level, eV: 0.715
Net charge: 0
Relative energy (zero: lowest compared OMol25 entry of this formula, charge and spin), kJ/mol: 217.7

=====

Below is a 7-piece molecular cluster, C49H49BN8O15Si overall, with properties calculated with ωB97M-V with the def2-TZVPD basis set.

The geometry in XYZ format:
```
123
C49H49BN8O15Si (ωB97M-V with the def2-TZVPD basis set)
C 3.88941 1.40926 1.74155
Si 3.38480 1.97003 0.01455
C 4.57061 3.33644 -0.48858
C 3.54370 0.43766 -1.07296
N 1.61279 2.44804 -0.07446
C 1.08064 2.77353 -1.26576
C -0.25293 3.09676 -1.39845
C -1.09445 3.11088 -0.28362
C -2.54485 3.41949 -0.41936
C -3.30205 2.63424 -1.31487
C -4.64104 2.88000 -1.46171
N -5.24906 3.83111 -0.74177
O -6.57821 4.07748 -0.87539
B -7.37563 2.92042 -0.55207
O -8.37450 2.53621 -1.40660
O -7.16427 2.22944 0.61751
C -4.55758 4.58861 0.11157
C -3.20692 4.42286 0.28415
C -0.50818 2.79863 0.95252
C 0.81946 2.48441 1.00800
H 4.00118 2.24657 2.44513
H 3.21409 0.63699 2.12714
H 4.87558 0.92490 1.64622
H 4.88680 3.88844 0.41234
H 5.48271 2.83537 -0.85096
H 4.17617 4.05734 -1.21697
H 2.87686 -0.34532 -0.67260
H 3.27547 0.61866 -2.12394
H 4.56189 0.02343 -1.01612
H 1.74346 2.78082 -2.15857
H -0.63347 3.32159 -2.39686
H -2.80568 1.84213 -1.87248
H -5.18378 2.26998 -2.18506
H -8.08464 1.89778 -2.07056
H -6.74194 1.37614 0.44606
H -5.13192 5.33688 0.65927
H -2.66454 5.07564 0.96806
H -1.15818 2.80888 1.82840
H 1.23877 2.21379 1.97717
C 1.12254 -3.55622 5.80284
C 0.13957 -2.62504 5.48714
C 0.25133 -1.86290 4.33736
C 1.35120 -2.04773 3.51184
C 2.34182 -2.96849 3.81954
C 2.22409 -3.72538 4.97266
N 1.46336 -1.26383 2.28480
O 0.58712 -0.44165 2.04181
O 2.41675 -1.46035 1.55764
H 1.02885 -4.15438 6.70074
H -0.71545 -2.49635 6.13739
H -0.51600 -1.14032 4.09660
H 3.19855 -3.10506 3.17482
H 2.98538 -4.45091 5.22653
C -3.19225 -0.98967 -3.58002
C -3.28845 -1.86812 -4.65134
C -2.14658 -2.47182 -5.15609
C -0.92146 -2.18917 -4.57566
C -0.81150 -1.31094 -3.51425
C -1.95422 -0.70872 -3.01585
N 0.29145 -2.84473 -5.09077
O 0.16540 -3.59282 -6.03562
O 1.34225 -2.59228 -4.53544
H -4.08794 -0.52427 -3.18301
H -4.25270 -2.08557 -5.09081
H -2.22397 -3.15580 -5.98980
H 0.14685 -1.09098 -3.06813
H -1.87689 -0.02245 -2.18108
C -7.74948 0.68662 4.38915
C -6.92491 1.67647 3.86963
C -5.54888 1.54130 3.93818
C -5.00688 0.41090 4.52252
C -5.81350 -0.58119 5.05421
C -7.19310 -0.43877 4.98636
N -3.54525 0.26115 4.56403
O -2.86971 1.16528 4.09630
O -3.09167 -0.75135 5.04944
H -8.82531 0.79076 4.32805
H -7.35432 2.55436 3.40652
H -4.91368 2.31573 3.53191
H -5.38643 -1.46065 5.51521
H -7.83455 -1.20810 5.39439
C -0.03829 2.07775 -8.59107
C 0.46393 3.24282 -8.02269
C 0.83298 3.25933 -6.68904
C 0.69761 2.09921 -5.93796
C 0.19113 0.93240 -6.49128
C -0.17824 0.92597 -7.82494
N 1.11044 2.10229 -4.53949
O 1.53961 3.15334 -4.07185
O 1.01815 1.06379 -3.90841
H -0.32011 2.06688 -9.63610
H 0.57076 4.13631 -8.62243
H 1.22443 4.16759 -6.25220
H 0.08493 0.03370 -5.90057
H -0.57130 0.02232 -8.27129
C 5.47688 1.40001 -4.04566
C 6.70084 1.60439 -4.67016
C 6.74845 2.15349 -5.94323
C 5.56517 2.49457 -6.57335
C 4.34101 2.28934 -5.96678
C 4.29678 1.73927 -4.69601
N 5.60443 3.09973 -7.91314
O 6.68839 3.25162 -8.43048
O 4.54202 3.41480 -8.41781
H 5.44386 0.97654 -3.05070
H 7.61907 1.33842 -4.16371
H 7.70277 2.31109 -6.42573
H 3.42273 2.55418 -6.47051
H 3.34793 1.57790 -4.21382
C 1.63167 -8.39830 10.51596
C 0.95556 -8.69649 9.33975
C 1.36900 -8.13793 8.14121
C 2.46221 -7.28702 8.13590
C 3.14117 -6.97560 9.30250
C 2.72024 -7.53586 10.49772
N 2.91807 -6.71307 6.86558
O 2.29016 -6.99001 5.85992
O 3.90208 -5.99377 6.88800
H 1.30976 -8.84076 11.45014
H 0.10746 -9.36775 9.35744
H 0.84034 -8.37310 7.22842
H 3.99083 -6.30776 9.29247
H 3.24308 -7.30367 11.41576
```

Properties
Spin multiplicity: 1
LUMO level, eV: -7.098
Net charge: +2

=====

Below is one molecule with the formula C3H8N4, with properties calculated with ωB97M-V with the def2-TZVPD basis set.

The geometry in XYZ format:
```
15
C3H8N4 (ωB97M-V with the def2-TZVPD basis set)
C -1.30451 -0.42272 -0.22404
C -0.07967 -1.30106 -0.16948
C 1.24522 -1.09541 0.09764
H 0.15328 1.86111 1.29221
H 0.08952 2.71529 -0.27817
H -2.09692 1.52447 -0.38767
H -2.86638 -1.66144 -0.03606
H -0.61798 -2.23609 0.13338
H 1.86095 -2.04031 0.19429
H 1.85460 0.81398 -0.11157
H 3.13060 -0.19886 -0.03719
N 0.16195 1.75362 0.10559
N -1.11786 1.04357 -0.35611
N -2.54453 -0.65541 0.07571
N 2.13174 -0.10074 -0.29852
```

Properties
SMILES: [H]/N=C(\C=C/N)NN
Spin multiplicity: 1
LUMO level, eV: 0.812
Net charge: 0
Relative energy (zero: lowest compared OMol25 entry of this formula, charge and spin), kJ/mol: 390.0

=====

Below is a 2-piece molecular cluster, C6H13O2 overall, with properties calculated with ωB97M-V with the def2-TZVPD basis set.

The geometry in XYZ format:
```
21
C6H13O2 (ωB97M-V with the def2-TZVPD basis set)
C 1.21880 1.03011 0.70142
O 1.35872 -0.30450 0.65586
C 0.07389 1.53825 -0.21207
C -0.06239 0.73408 -1.51505
C -1.31344 -0.13335 -1.52691
C -2.00365 -1.50378 0.44742
C -1.31319 -1.35757 -0.67034
H 2.11640 1.55883 0.33595
H 1.05079 1.45327 1.69363
H -0.87877 1.63793 0.31228
H 0.26259 2.58929 -0.44180
H -0.12355 1.47839 -2.30633
H 0.83756 0.15038 -1.70928
H -2.13903 0.52235 -1.21576
H -1.71962 -0.35266 -2.51904
H -2.76622 -0.81359 0.79732
H -2.08204 -2.45581 0.96402
H -0.74596 -2.20272 -1.05258
H 2.25219 -0.83743 1.92528
H 3.11527 -1.83008 2.64142
O 2.86162 -0.90140 2.69458
```

Properties
Spin multiplicity: 2
LUMO level (spin up / spin down), eV: 0.997 / -2.094
<S²>: 0.75
Net charge: 0
Relative energy (zero: lowest compared OMol25 entry of this formula, charge and spin), kJ/mol: 136.2

=====

Below is a 7-piece molecular cluster, C26H47F4O21P2 overall, with properties calculated with ωB97M-V with the def2-TZVPD basis set.

The geometry in XYZ format:
```
100
C26H47F4O21P2 (ωB97M-V with the def2-TZVPD basis set)
C 0.72702 -1.08381 1.42537
C 0.77138 -2.43376 2.13372
O -0.48433 -2.97551 2.38641
H 0.36126 -1.24307 0.41207
H 1.69801 -0.57601 1.46724
H 0.08279 -0.39442 1.98119
H 1.25514 -2.28032 3.11811
H 1.40168 -3.15472 1.58468
C 0.25379 2.29801 0.54667
C 0.18318 3.69178 -0.08939
O 0.24303 3.30240 -1.48130
C 0.77245 2.05072 -1.63076
O 0.88428 1.39502 -2.61935
O 1.03728 1.60087 -0.38588
F 1.35880 4.36782 0.06187
H -0.65496 1.74855 0.77816
H 0.87480 2.23333 1.44683
H -0.70057 4.18655 0.30394
C -1.52200 -0.68111 4.95166
C -2.31425 -0.50387 3.65504
O -2.46807 0.86633 3.51812
C -2.03225 1.53707 4.60562
O -2.12180 2.70371 4.80500
O -1.32298 0.67025 5.38609
F -3.49681 -1.19497 3.75300
H -0.53322 -1.07839 4.71570
H -1.96709 -1.35557 5.67959
H -1.74053 -0.85342 2.79467
C -3.80031 -4.44219 3.46465
C -3.20920 -4.94435 2.13218
O -3.50707 -3.84178 1.29208
C -4.64283 -3.30459 1.74105
O -5.31859 -2.52586 1.12521
O -4.95073 -3.76900 2.94263
F -3.76188 -6.13524 1.75812
H -3.04891 -3.73531 3.82475
H -3.94929 -5.22540 4.19895
H -2.12285 -5.03027 2.14041
C -0.02096 -6.25198 0.04264
C 0.18271 -5.01506 -0.86298
O -0.79148 -5.33014 -1.85343
C -0.86732 -6.67128 -1.96744
O -1.42512 -7.24025 -2.83978
O -0.17820 -7.25551 -0.94330
F 1.39755 -5.01537 -1.49906
H -0.89749 -6.16281 0.68163
H 0.85559 -6.47585 0.64656
H 0.06852 -4.01246 -0.45609
C 9.26088 3.78740 -0.15769
C 7.83993 3.53552 0.30961
O 7.37917 2.34336 -0.36196
P 5.80039 2.12092 -0.49880
O 5.10716 3.37340 -0.84776
O 5.44698 1.53718 0.94672
C 4.08842 1.05536 1.14308
C 4.17094 0.35333 2.50150
O 5.63516 0.87358 -1.50112
C 4.45539 0.86300 -2.33815
C 3.69371 -0.44106 -2.24963
H 9.76138 4.31545 0.66320
H 9.79686 2.86579 -0.36557
H 9.32528 4.51372 -0.96741
H 7.82208 3.29951 1.37295
H 7.23694 4.39445 0.02140
H 3.32640 1.83506 1.08734
H 3.74178 0.36393 0.37349
H 3.14313 0.13218 2.82582
H 4.59260 -0.64863 2.45864
H 4.56269 0.96367 3.31010
H 3.82573 1.72964 -2.11977
H 4.75871 1.10998 -3.35735
H 4.23981 -1.22943 -2.77281
H 3.48027 -0.80710 -1.24771
H 2.74688 -0.34436 -2.78070
C -6.70455 2.84897 -2.63853
C -5.89639 1.69788 -2.12887
O -4.93999 2.23390 -1.18302
P -3.36375 2.26923 -1.47800
O -2.63274 2.55245 -0.23097
O -3.06733 0.92707 -2.23365
C -3.13806 -0.31103 -1.46304
C -1.72067 -0.87207 -1.46605
O -3.36920 3.37897 -2.62813
C -2.28597 3.57440 -3.53702
C -2.77773 3.79060 -4.96863
H -5.99105 3.60009 -2.97832
H -7.28198 2.61746 -3.54022
H -7.40373 3.21609 -1.89205
H -6.47106 1.06805 -1.43559
H -5.55347 0.97185 -2.86817
H -3.61523 -0.24153 -0.48888
H -3.72466 -1.00261 -2.06721
H -1.67047 -1.91578 -1.12199
H -1.29869 -1.03362 -2.45967
H -0.98933 -0.39514 -0.81587
H -1.58340 4.37100 -3.28053
H -1.62794 2.70214 -3.47430
H -3.17563 2.86565 -5.38209
H -3.57298 4.53593 -5.02350
H -1.94084 4.19544 -5.53595
```

Properties
Spin multiplicity: 1
LUMO level, eV: 2.425
Net charge: -1
Relative energy (zero: lowest compared OMol25 entry of this formula, charge and spin), kJ/mol: 0.0